Entry 1:
The following is a quantum chemistry calculation of 13 unconnected molecules or ions with the total composition C25H76N14O13 at a distorted geometry, from OMol25.

Last column: Mulliken charge in e.
Cartesian coordinates (Å):
C 4.14 -1.31 -1.45  -0.190
O 4.97 -1.93 -2.39  -0.782
N 4.55 -0.48 -0.55  0.045
N 2.83 -1.32 -1.53  0.469
H 5.57 -0.20 -0.55  0.247
H 4.08 -0.54 0.36  -0.351
H 2.57 -1.71 -2.42  -0.284
H 2.11 -0.92 -0.87  0.252
C 0.35 0.46 -0.49  -1.259
O -1.05 0.25 -0.70  5.106
N 1.01 1.46 -1.03  0.636
N 1.15 -0.22 0.24  2.037
H 0.55 2.08 -1.78  -0.804
H 1.94 1.29 -1.44  -0.094
H 0.59 -0.64 0.95  -1.494
H 1.89 0.31 0.77  -1.106
C 3.49 2.03 -3.12  0.076
O 3.19 3.34 -3.57  -0.699
N 3.51 1.61 -1.89  -0.284
N 3.75 1.15 -4.05  -0.298
H 3.64 2.46 -1.28  0.291
H 3.90 0.67 -1.41  0.296
H 3.14 1.39 -4.90  0.334
H 3.97 0.22 -3.78  0.357
C 1.48 -0.42 4.74  0.461
O 2.73 -0.05 5.13  -0.721
N 0.88 -1.33 5.37  -0.298
N 0.91 -0.05 3.66  0.991
H 1.42 -1.60 6.20  0.324
H -0.18 -1.36 5.43  0.267
H 1.43 0.81 3.26  -0.758
H 0.04 -0.31 3.26  -0.020
C -3.70 0.31 -3.24  0.187
O -2.66 0.22 -4.11  -0.589
N -3.56 0.58 -1.98  0.056
N -4.92 0.31 -3.53  -0.338
H -2.66 0.74 -1.61  -0.680
H -4.35 1.16 -1.53  0.328
H -5.03 0.19 -4.50  0.340
H -5.78 0.02 -2.98  0.272
C -3.94 -2.80 -0.67  0.311
O -5.30 -2.73 -0.75  -0.836
N -3.12 -1.87 -1.03  0.712
N -3.41 -3.92 -0.45  -0.218
H -3.40 -0.93 -1.40  -0.041
H -2.12 -1.93 -0.81  -1.126
H -4.06 -4.67 -0.23  0.296
H -2.43 -4.17 -0.73  0.197
C 3.09 1.61 2.30  -0.205
O 4.03 1.25 3.25  -0.659
N 3.16 1.41 0.97  -0.325
N 1.97 2.14 2.63  -0.289
H 4.09 1.30 0.57  0.482
H 2.50 1.75 0.28  0.599
H 1.99 2.47 3.65  0.409
H 1.20 2.33 1.95  0.211
C -0.38 -2.60 1.51  -1.202
C -1.45 -1.68 2.18  1.880
C -1.76 -2.25 3.56  -2.209
O -1.25 -0.44 2.23  0.779
H -0.57 -3.63 1.71  0.710
H 0.52 -2.43 2.05  0.295
H -0.40 -2.48 0.47  -0.126
H -2.40 -1.88 1.69  -0.161
H -2.59 -1.71 4.14  0.139
H -0.86 -2.31 4.18  0.515
H -2.14 -3.24 3.44  0.512
H -2.10 0.01 2.25  -1.623
C -4.38 0.21 1.08  -0.941
C -4.93 1.16 2.07  -0.094
C -4.29 0.72 3.46  -1.115
O -4.76 2.38 1.77  -0.500
H -3.41 0.48 0.83  -0.434
H -4.89 0.27 0.15  1.014
H -4.37 -0.83 1.44  0.170
H -6.03 1.09 2.17  0.482
H -3.19 1.08 3.50  0.153
H -4.24 -0.36 3.48  0.229
H -4.76 1.16 4.31  0.545
H -5.07 2.84 2.54  0.386
C 0.05 1.79 -4.21  -0.429
C -0.34 3.15 -3.67  -0.454
C -1.77 3.12 -3.02  -0.422
O 0.29 3.57 -2.66  -0.717
H 1.05 1.95 -4.65  0.282
H -0.61 1.36 -4.96  0.694
H 0.15 1.14 -3.40  -0.529
H -0.30 3.92 -4.42  0.546
H -2.11 4.03 -2.56  0.500
H -1.63 2.31 -2.39  -0.425
H -2.58 2.80 -3.76  0.326
H 0.22 4.49 -2.50  0.424
C -0.48 -2.03 -2.75  0.067
C 0.42 -2.39 -3.93  -0.355
C 0.92 -1.22 -4.62  -0.670
O 1.45 -3.08 -3.82  -0.550
H 0.13 -1.85 -1.87  -0.457
H -1.16 -2.85 -2.39  0.410
H -1.14 -1.23 -3.00  -0.277
H -0.03 -2.88 -4.75  0.693
H 1.49 -1.45 -5.61  0.352
H 1.57 -0.55 -3.98  -0.077
H 0.06 -0.64 -4.96  0.204
H 1.41 -3.96 -4.22  0.427
C 4.21 -3.42 3.64  -1.670
C 4.36 -2.39 2.56  0.806
C 5.11 -2.90 1.30  -1.207
O 3.29 -1.93 2.10  -0.082
H 3.73 -4.31 3.22  0.334
H 3.65 -2.96 4.47  0.318
H 5.13 -3.71 4.08  0.508
H 4.74 -1.42 2.89  0.431
H 5.84 -2.12 1.04  0.233
H 4.46 -3.08 0.43  0.190
H 5.67 -3.77 1.51  0.500
H 2.81 -1.49 2.82  -0.371
C -1.43 2.84 2.56  -1.640
C -1.00 2.99 1.16  3.246
C -1.96 3.90 0.52  -1.907
O 0.23 3.18 0.87  -0.896
H -0.99 2.02 3.05  0.146
H -2.50 2.71 2.54  0.198
H -1.31 3.72 3.12  0.604
H -1.27 2.00 0.82  -1.469
H -1.81 4.04 -0.50  0.323
H -1.95 4.89 0.92  0.544
H -3.00 3.66 0.49  0.171
H 0.46 2.59 0.12  -0.115

Computed properties:
- Maximum force: 11.9 eV/A
- Relative energy (zero: lowest compared OMol25 entry of this formula, charge and spin): 1941.1 kJ/mol


Entry 2:
The following is a quantum chemistry calculation of 15 unconnected molecules or ions with the total composition C25H80F3N14O16 at a distorted geometry, from OMol25.

Last column: Löwdin spin population.
Cartesian coordinates (Å):
C -0.59 0.08 1.62  0.058
O -1.09 0.16 0.28  0.033
O -1.38 1.03 2.38  0.793
C -0.54 -1.42 2.02  0.018
F -1.53 -2.20 1.68  0.004
F 0.57 -2.02 1.61  0.000
F -0.51 -1.58 3.30  0.004
C -0.24 0.34 -0.89  0.001
C -0.71 -0.21 -2.24  0.001
H -1.68 -0.70 -2.23  0.000
H -0.72 0.70 -2.84  0.000
H 0.07 -0.85 -2.65  0.000
H 0.85 0.27 -0.80  0.001
H -0.42 1.41 -0.91  0.001
H 0.45 0.41 1.62  0.038
C 3.82 -0.40 0.29  0.000
O 4.29 -1.43 0.69  0.001
N 3.75 0.01 -0.98  0.000
N 3.28 0.50 1.07  0.005
H 4.25 -0.54 -1.66  0.000
H 3.63 0.99 -1.21  0.000
H 2.90 1.31 0.60  0.000
H 3.27 0.52 2.08  0.000
C -3.36 3.85 0.46  0.000
O -3.83 4.93 0.13  0.001
N -2.82 3.00 -0.30  0.000
N -3.16 3.64 1.70  0.001
H -2.75 3.09 -1.30  0.000
H -2.24 2.33 0.19  -0.001
H -3.53 4.23 2.43  0.000
H -2.68 2.78 1.92  -0.001
C -1.43 -4.54 -1.06  0.000
O -0.82 -5.57 -1.20  0.000
N -2.75 -4.46 -1.14  0.000
N -0.85 -3.35 -0.93  0.000
H -3.32 -5.29 -1.07  0.000
H -3.14 -3.53 -1.14  0.000
H 0.07 -3.19 -1.32  0.000
H -1.36 -2.58 -0.54  0.000
C 1.06 3.95 1.87  0.001
O 1.60 5.00 1.56  0.003
N 1.45 2.98 2.66  0.003
N -0.15 3.71 1.49  0.006
H 1.00 2.08 2.66  0.000
H 2.35 3.02 3.13  0.000
H -0.48 4.25 0.71  0.000
H -0.50 2.80 1.76  0.002
C -2.97 2.87 -6.17  0.000
O -3.82 3.74 -5.96  0.000
N -2.67 2.36 -7.32  0.000
N -2.40 2.23 -5.16  0.000
H -3.18 2.77 -8.09  0.000
H -2.02 1.59 -7.34  0.000
H -2.74 2.47 -4.24  0.000
H -1.68 1.54 -5.28  0.000
C -1.32 -4.87 3.80  0.000
C -1.27 -6.18 4.52  0.000
C -0.60 -7.23 3.58  0.000
O -1.52 -7.64 2.62  0.000
C -1.06 -8.53 1.60  0.000
N -0.78 -6.00 5.88  0.000
H -0.42 -4.27 3.91  0.000
H -2.06 -4.26 4.30  0.000
H -1.67 -4.87 2.77  0.000
H -2.25 -6.64 4.68  0.000
H -0.40 -8.03 4.30  0.000
H 0.32 -6.91 3.10  0.000
H -1.66 -8.43 0.70  0.000
H -0.99 -9.57 1.93  0.000
H -0.07 -8.19 1.29  0.000
H -0.81 -6.84 6.43  0.000
H 0.22 -5.82 5.85  0.000
C -5.05 0.22 0.77  0.001
C -4.79 -0.79 -0.45  0.001
C -4.58 -0.08 -1.79  0.000
O -5.82 0.62 -2.11  0.000
C -5.62 1.75 -3.04  0.000
N -3.49 -1.42 -0.10  0.004
H -6.04 0.68 0.71  0.000
H -4.34 1.04 0.85  0.000
H -5.23 -0.26 1.74  0.000
H -5.64 -1.46 -0.50  0.000
H -4.34 -0.81 -2.57  0.000
H -3.74 0.60 -1.70  0.000
H -6.65 2.05 -3.23  0.000
H -5.23 1.56 -4.04  0.000
H -5.05 2.56 -2.60  0.000
H -3.65 -1.81 0.81  0.000
H -2.81 -0.72 0.18  0.001
C 3.87 3.49 4.97  0.000
C 4.76 2.30 5.02  0.000
C 4.73 1.30 3.83  0.000
O 3.34 0.98 3.49  0.000
C 2.62 0.16 4.35  0.000
N 6.13 2.72 5.33  0.000
H 3.76 4.05 4.04  0.000
H 4.01 4.34 5.64  0.000
H 2.83 3.20 5.16  0.000
H 4.55 1.72 5.92  0.000
H 5.33 0.40 3.98  0.000
H 5.20 1.84 3.01  0.000
H 2.55 0.68 5.30  0.000
H 2.99 -0.84 4.59  0.000
H 1.60 0.08 3.97  0.000
H 6.06 3.62 4.87  0.000
H 6.17 3.03 6.29  0.000
C 4.99 4.32 -5.59  0.000
C 4.83 3.60 -4.22  0.000
C 3.44 3.09 -3.94  0.000
O 3.01 2.14 -4.98  0.000
C 1.62 1.85 -5.31  0.000
N 5.73 2.47 -4.12  0.000
H 5.06 3.60 -6.41  0.000
H 5.92 4.87 -5.65  0.000
H 4.11 4.94 -5.75  0.000
H 5.04 4.35 -3.45  0.000
H 2.70 3.86 -3.72  0.000
H 3.34 2.39 -3.11  0.000
H 1.27 2.44 -6.16  0.000
H 1.06 1.91 -4.38  0.000
H 1.81 0.83 -5.64  0.000
H 5.68 2.22 -3.14  0.000
H 6.68 2.77 -4.31  0.000
O 1.98 -2.76 -2.17  0.000
H 2.16 -2.09 -1.51  0.000
H 2.69 -3.39 -2.06  0.000
O -1.47 1.74 5.09  0.006
H -1.44 1.54 4.15  -0.001
H -2.05 2.50 5.15  0.000
O -3.36 -0.47 4.02  0.013
H -2.76 -0.16 3.34  0.002
H -2.86 -0.40 4.83  0.000
O -0.72 -0.16 -5.58  0.000
H -0.50 -1.00 -5.18  0.000
H -0.22 -0.14 -6.39  0.000
O 0.41 -2.51 -4.79  0.000
H 0.25 -3.45 -4.92  0.000
H 0.92 -2.46 -3.98  0.000

Computed properties:
- Maximum force: 6.8 eV/A
- Multiplicity: 2
- Electronic energy: -3270.3823 Ha


Entry 3:
The following is a quantum chemistry calculation of a molecular structure, C26H12Br4N2O2RuS2Se3Te, from OMol25.

Last column: Löwdin spin population.
Cartesian coordinates (Å):
Ru 1.44 -0.32 -0.59  0.708
Br 2.89 -0.61 6.17  -0.001
C 1.94 -0.58 4.54  0.001
C 0.61 -0.95 4.48  0.008
Br -0.31 -1.45 6.06  0.002
C -0.06 -0.96 3.25  0.004
Br -1.86 -1.52 3.09  0.000
C 0.58 -0.60 2.07  0.002
O 0.02 -0.67 0.89  0.025
C 1.95 -0.20 2.13  -0.004
O 2.57 0.07 1.00  0.062
C 2.61 -0.22 3.36  0.011
Br 4.45 0.21 3.32  0.002
Se 0.52 1.88 -0.99  0.147
Se 2.07 3.21 -2.19  0.026
Te 4.15 2.09 -1.39  -0.002
Se 3.37 -0.15 -2.16  -0.004
S -3.49 -1.54 -5.61  0.000
C -3.83 -0.14 -6.52  0.000
C -3.00 0.89 -6.19  0.000
C -2.07 0.53 -5.18  0.000
C -2.21 -0.76 -4.76  0.000
C -1.42 -1.47 -3.74  0.000
C -0.54 -0.72 -2.93  0.001
N 0.21 -1.27 -1.99  0.007
C 0.15 -2.62 -1.82  -0.001
C -0.71 -3.43 -2.56  0.000
C -0.73 -4.84 -2.28  0.000
C 0.07 -5.38 -1.33  0.000
C 0.99 -4.56 -0.58  0.000
C 1.83 -5.04 0.44  -0.001
C 2.67 -4.17 1.09  0.000
C 2.69 -2.82 0.69  0.001
N 1.87 -2.36 -0.23  0.004
C 1.02 -3.19 -0.85  -0.001
C 3.51 -4.56 2.23  0.000
C 3.81 -3.79 3.32  0.000
C 4.62 -4.46 4.26  0.000
C 4.92 -5.73 3.88  0.000
S 4.22 -6.12 2.37  0.000
C -1.51 -2.82 -3.54  -0.003
H -4.62 -0.15 -7.25  0.000
H -3.05 1.87 -6.65  0.000
H -1.33 1.21 -4.79  0.000
H -0.45 0.35 -3.01  0.004
H -1.41 -5.47 -2.84  0.000
H 0.04 -6.44 -1.12  0.000
H 1.78 -6.09 0.72  0.000
H 3.37 -2.10 1.13  0.000
H 3.44 -2.78 3.45  0.000
H 4.96 -4.02 5.19  0.000
H 5.53 -6.46 4.40  0.000
H -2.18 -3.44 -4.13  0.000

Computed properties:
- Maximum force: 0.2 eV/A
- Multiplicity: 2
- Relative energy (zero: lowest compared OMol25 entry of this formula, charge and spin): 13.3 kJ/mol
- Charge: -1


Number 3 is which compound? C26H12Br4N2O2RuS2Se3Te


maximum force of number 2 (C25H80F3N14O16)? 6.8 eV/A